[1]
A molecular structure, C30H18F14NO2PPdS. Source: the OMol25 dataset; level of theory: ωB97M-V with the def2-TZVPD basis set.

Calculated values
Orbital gap (eV): 7.411
DFT total energy (a.u.): -3624.91585
LUMO (eV): -0.783
Energy relative to the best compared isomer or geometry (same formula, charge and spin) (eV): 0.362
HOMO energy (eV): -8.19
Net charge: 0

Cartesian coordinates (Å):
Pd 1.69 -0.27 -0.47
N 2.65 -0.96 1.35
C 3.25 -2.30 1.15
C 3.49 -2.63 -0.32
C 4.27 -1.51 -1.02
O 5.42 -1.68 -1.37
O 3.62 -0.38 -1.13
H 3.39 -0.26 1.30
H 2.23 -0.88 2.27
H 2.57 -3.04 1.58
H 4.19 -2.36 1.70
H 2.52 -2.74 -0.82
H 4.03 -3.57 -0.40
F 4.59 3.33 -5.55
C 3.76 2.55 -4.87
C 3.45 2.84 -3.55
F 3.98 3.92 -2.97
C 2.58 2.03 -2.85
F 2.31 2.38 -1.59
C 2.00 0.89 -3.42
S 0.89 -0.20 -2.60
C 2.33 0.63 -4.75
F 1.82 -0.44 -5.36
C 3.19 1.44 -5.47
F 3.49 1.15 -6.73
F -4.00 5.62 0.27
C -3.81 4.90 -0.85
F -3.29 5.73 -1.77
F -5.03 4.54 -1.29
C -2.95 3.70 -0.59
C -1.85 3.43 -1.39
C -1.08 2.30 -1.14
C -1.41 1.45 -0.10
C -2.52 1.74 0.70
C -3.29 2.86 0.45
P -0.41 -0.03 0.29
C -0.37 0.04 2.11
C -1.08 -0.82 2.93
C -0.97 -0.73 4.31
C -0.16 0.25 4.87
C 0.56 1.12 4.06
C 0.45 1.02 2.68
C 0.01 0.31 6.36
F -1.10 -0.09 7.01
F 0.29 1.56 6.78
F 1.01 -0.48 6.78
C -1.45 -1.46 -0.10
C -0.87 -2.72 0.05
C -1.59 -3.86 -0.27
C -2.89 -3.74 -0.75
C -3.47 -2.50 -0.92
C -2.75 -1.35 -0.59
C -3.63 -5.00 -1.13
F -3.14 -5.53 -2.25
F -4.94 -4.77 -1.32
F -3.53 -5.93 -0.17
H -1.59 4.10 -2.20
H -0.23 2.08 -1.76
H -2.77 1.09 1.53
H -4.15 3.08 1.07
H -1.72 -1.58 2.50
H -1.53 -1.40 4.95
H 1.18 1.89 4.50
H 1.01 1.70 2.05
H 0.15 -2.81 0.40
H -1.14 -4.84 -0.15
H -4.47 -2.41 -1.30
H -3.20 -0.38 -0.73

[2]
A molecular structure, C30H18F5IMgN5O3S3. Source: the OMol25 dataset; level of theory: ωB97M-V with the def2-TZVPD basis set.

Calculated values
Orbital gap (eV): 7.098
DFT total energy (a.u.): -3845.42833
LUMO (eV): 2.156
Energy relative to the best compared isomer or geometry (same formula, charge and spin) (eV): 0.405
HOMO energy (eV): -4.94
Net charge: -1

Cartesian coordinates (Å):
Mg 0.79 -0.52 0.52
O 4.15 -1.02 3.05
C 3.14 -1.19 2.35
N 2.46 -0.30 1.65
C 2.70 1.08 2.03
C 1.38 1.75 2.35
C 1.34 3.03 2.90
C 0.12 3.60 3.19
C -1.04 2.89 2.93
C -0.92 1.62 2.38
N 0.26 1.07 2.09
C 2.48 -2.55 2.43
C 3.24 -3.69 2.65
C 2.59 -4.89 2.87
C 1.20 -4.90 2.90
C 0.53 -3.71 2.67
N 1.15 -2.56 2.41
H 3.19 1.65 1.23
H 3.35 1.13 2.90
H 2.27 3.56 3.08
H 0.06 4.60 3.60
H -2.02 3.30 3.14
H -1.80 1.04 2.12
H 4.32 -3.61 2.66
H 3.14 -5.80 3.05
H 0.64 -5.81 3.10
H -0.56 -3.67 2.68
O -2.85 2.74 -3.43
S -2.63 2.67 -2.01
O -3.74 2.30 -1.18
N -1.32 1.73 -1.70
C -0.31 2.42 -1.26
S 1.23 1.82 -0.86
C -0.61 3.88 -1.07
C 0.20 4.87 -0.53
C -0.32 6.14 -0.38
C -1.64 6.43 -0.75
C -2.45 5.44 -1.29
C -1.90 4.18 -1.44
H 1.21 4.62 -0.23
H 0.29 6.93 0.05
H -2.03 7.43 -0.62
H -3.47 5.64 -1.58
I 3.86 -1.09 -1.54
C 2.39 -2.58 -1.66
C 2.57 -3.60 -2.58
C 1.60 -4.57 -2.67
C 0.48 -4.48 -1.85
C 0.39 -3.42 -0.98
N 1.33 -2.47 -0.87
H 3.45 -3.62 -3.21
H 1.70 -5.39 -3.38
H -0.31 -5.21 -1.90
H -0.48 -3.28 -0.35
F -4.03 -1.51 -4.99
C -3.48 -1.40 -3.77
C -2.12 -1.18 -3.63
F -1.35 -1.06 -4.72
C -1.57 -1.08 -2.36
F -0.25 -0.84 -2.31
C -2.32 -1.20 -1.20
S -1.68 -1.09 0.43
C -3.68 -1.42 -1.39
F -4.50 -1.55 -0.33
C -4.26 -1.52 -2.64
F -5.58 -1.75 -2.77

[3]
A molecular structure, C30H20BrF5HgN6O4S2. Source: the OMol25 dataset; level of theory: ωB97M-V with the def2-TZVPD basis set.

Calculated values
Orbital gap (alpha / beta) (eV): 7.133 / 6.225
DFT total energy (a.u.): -5807.95741
LUMO (alpha / beta) (eV): 2.267 / 0.728
Energy relative to the best compared isomer or geometry (same formula, charge and spin) (eV): 0.000
HOMO energy (alpha / beta) (eV): -4.87 / -5.50
Spin multiplicity: 2
Net charge: -1

Cartesian coordinates (Å):
Hg 1.03 2.03 -0.20
C -1.36 1.97 3.18
O -1.36 1.31 1.93
C -2.44 0.55 1.63
C -3.51 0.38 2.49
C -4.56 -0.44 2.09
Br -6.03 -0.67 3.27
C -4.56 -1.07 0.88
C -3.48 -0.89 0.00
C -2.41 -0.08 0.37
O -1.37 0.24 -0.45
C -3.61 -1.56 -1.32
N -4.79 -1.83 -1.84
C -4.53 -2.44 -3.05
C -5.39 -2.93 -4.03
C -4.83 -3.48 -5.17
C -3.44 -3.58 -5.34
C -2.57 -3.11 -4.37
C -3.14 -2.54 -3.24
N -2.58 -1.96 -2.12
H -1.34 1.25 4.01
H -2.23 2.63 3.29
H -0.46 2.58 3.20
H -3.54 0.86 3.46
H -5.38 -1.69 0.56
H -0.89 -0.57 -0.74
H -6.47 -2.86 -3.90
H -5.48 -3.85 -5.95
H -3.05 -4.03 -6.24
H -1.49 -3.18 -4.48
H -1.59 -1.96 -1.91
F 6.02 3.84 5.15
C 4.96 3.97 4.35
C 4.26 2.86 3.93
F 4.65 1.65 4.35
C 3.15 2.99 3.12
F 2.50 1.88 2.78
C 2.69 4.23 2.67
S 1.30 4.46 1.66
C 3.43 5.33 3.12
F 3.07 6.56 2.76
C 4.53 5.21 3.94
F 5.20 6.30 4.33
N 4.14 -1.54 4.04
C 3.49 -1.53 2.80
C 2.12 -1.76 2.72
C 1.49 -1.81 1.49
C 2.23 -1.65 0.33
C 3.60 -1.43 0.39
C 4.23 -1.37 1.62
S 1.45 -1.72 -1.24
O 2.11 -2.71 -2.04
O 0.03 -2.00 -0.95
N 1.61 -0.21 -1.72
C 1.13 0.21 -2.92
N 0.97 1.55 -3.04
C 0.53 2.03 -4.19
C 0.24 1.22 -5.27
C 0.42 -0.14 -5.06
N 0.84 -0.65 -3.92
H 3.55 -1.33 4.83
H 5.02 -1.06 4.07
H 1.55 -1.89 3.64
H 0.42 -1.99 1.42
H 4.16 -1.30 -0.53
H 5.30 -1.19 1.68
H 0.39 3.10 -4.23
H -0.12 1.62 -6.21
H 0.21 -0.86 -5.85